(1)
84
Properties=species:S:1:pos:R:3:forces:R:3:mulliken_spin:R:1 method="wB97M-V/def2-TZVPD" homo_ev="-5.8793 / -5.8254" spin_multiplicity=5 total_energy_ev=-115691.2624 orbital_gap_ha="0.1518 / 0.1499"
Fe 0.4926 -0.4255 2.4889 0.09 0.86 0.72 3.78
O 2.1484 -1.0502 3.4367 0.11 0.25 0.23 0.05
N 2.6445 -0.4964 4.4693 0.55 -0.30 0.36 -0.02
N 2.1605 0.6437 4.7901 -0.59 -0.63 -1.28 0.01
O 1.2248 1.2180 4.1029 -0.08 -0.06 -0.42 0.04
C 2.7039 1.2847 5.9165 0.46 0.28 0.89 0.00
C 2.3211 2.5851 6.2247 -0.16 -0.26 -0.37 0.00
C 2.8371 3.2012 7.3502 0.13 -0.07 0.12 0.00
C 3.7317 2.5335 8.1714 0.03 0.05 0.03 0.00
C 4.1144 1.2368 7.8563 -0.03 0.03 -0.05 0.00
C 3.6086 0.6098 6.7345 -0.04 -0.03 0.00 0.00
H 1.6162 3.0835 5.5783 -0.08 -0.01 -0.07 0.00
H 2.5279 4.2074 7.5878 -0.02 0.12 0.03 0.00
H 4.1292 3.0148 9.0530 0.01 0.06 0.07 0.00
H 4.8037 0.6970 8.4899 0.06 0.01 0.06 0.00
H 3.8907 -0.4014 6.4881 0.00 -0.02 0.01 0.00
C -0.4204 -4.6834 -3.9430 -0.22 0.20 0.12 0.00
C -1.5121 -3.8438 -3.2801 0.05 -0.48 -0.53 0.00
N -1.0241 -2.9742 -2.2359 0.22 0.04 0.61 0.01
C -0.9807 -3.4606 -0.9446 -0.08 0.66 -0.35 0.01
C -0.8418 -2.6593 0.1290 0.33 -0.01 0.45 0.01
C -0.7256 -3.2428 1.5358 0.20 0.39 0.48 0.01
O -1.3530 -4.2711 1.7878 -0.28 -0.57 -0.31 0.00
O -0.0017 -2.5864 2.3274 0.18 0.24 -0.40 0.03
C -0.7990 -1.2267 -0.0220 -0.45 0.44 2.23 -0.03
O -0.9544 -0.4416 0.9678 0.17 -1.38 -2.42 0.02
C -0.6189 -0.7549 -1.3697 0.10 0.88 -1.28 0.00
C -0.3688 0.6087 -1.6255 -0.03 -0.60 -0.11 0.00
C -0.2189 1.0596 -2.9168 0.18 0.46 0.09 0.00
F -0.0145 2.3922 -3.1531 -0.10 -0.51 0.11 0.00
C -0.2531 0.1927 -3.9997 -0.32 -1.41 0.14 0.00
C -0.4952 -1.1734 -3.7521 0.14 1.14 -0.41 0.00
C -0.7130 -1.6520 -2.4675 -0.16 0.05 0.65 0.00
N -0.1149 0.5512 -5.3798 -0.20 0.14 0.62 0.00
C 0.5920 1.7615 -5.7498 0.22 0.29 0.15 0.00
C 0.9241 1.6154 -7.2609 0.15 0.67 0.07 0.00
N 0.6152 0.2051 -7.5976 0.33 -0.34 0.00 0.00
C -0.8491 -0.0119 -7.6053 -0.62 -0.14 -0.02 0.00
C -1.3170 0.4061 -6.1886 -0.20 0.01 0.03 0.00
H -0.8492 -5.2784 -4.7471 0.01 -0.08 -0.05 0.00
H 0.0244 -5.3526 -3.2121 0.11 -0.08 0.02 0.00
H 0.3645 -4.0510 -4.3498 0.13 0.04 -0.06 0.00
H -2.2490 -4.5153 -2.8322 -0.01 0.14 -0.06 0.00
H -2.0342 -3.2373 -4.0276 -0.01 -0.08 0.17 0.00
H -1.0780 -4.5298 -0.8308 -0.16 -0.09 0.07 0.00
H -0.3047 1.2815 -0.7861 -0.02 0.23 0.35 0.01
H -0.5004 -1.8379 -4.6029 0.02 -0.12 -0.03 0.00
H 1.5049 1.8282 -5.1555 -0.09 0.03 -0.07 0.00
H 0.0086 2.6750 -5.5769 0.10 -0.16 -0.06 0.00
H 1.9735 1.8279 -7.4703 -0.12 -0.13 0.00 0.00
H 0.3074 2.2729 -7.8751 0.04 -0.16 -0.03 0.00
H 0.8742 -0.2803 -6.6940 0.14 -0.06 -0.56 0.00
H 1.0934 -0.1477 -8.4273 -0.08 0.04 0.21 0.00
H -1.0441 -1.0671 -7.7959 0.12 0.02 -0.02 0.00
H -1.3206 0.5780 -8.3896 0.17 0.01 -0.01 0.00
H -1.9495 -0.3583 -5.7393 0.01 0.10 -0.17 0.00
H -1.8881 1.3413 -6.2313 0.02 -0.03 0.02 0.00
O 1.6805 0.7070 1.0256 -0.31 -0.80 -0.08 0.03
N 1.9118 1.9858 1.1711 -0.15 0.65 0.15 -0.01
C 3.1608 2.4204 0.9391 0.42 0.11 -0.06 0.00
C 3.5022 3.7435 1.0048 0.02 0.01 -0.04 0.00
C 2.5139 4.6777 1.3229 -0.11 -0.04 -0.06 0.00
C 1.2418 4.2338 1.5706 0.57 0.24 -0.02 0.00
C 0.9191 2.8662 1.5347 -0.35 -0.19 0.21 0.01
S -0.6229 2.3260 1.9383 -0.40 -0.19 -0.12 0.02
H 3.8634 1.6378 0.7008 -0.03 -0.09 0.01 0.00
H 4.5196 4.0380 0.8105 0.13 0.00 0.00 0.00
H 2.7527 5.7299 1.3741 0.00 0.09 0.02 0.00
H 0.4462 4.9130 1.8337 -0.04 -0.01 0.03 0.00
S -1.0214 -1.0409 4.9204 0.53 0.07 -0.04 0.01
C -2.2817 -1.1333 3.8210 0.11 0.16 1.24 0.01
N -2.8340 -0.0032 3.3461 -0.20 0.04 -0.48 0.00
C -3.7857 -0.0513 2.2593 -0.26 -0.02 -0.06 0.00
C -4.7451 -1.2026 2.5399 0.23 0.00 -0.11 0.00
C -3.9188 -2.4818 2.5926 -0.31 0.01 -0.15 0.00
N -2.8490 -2.3162 3.5521 -0.14 -0.13 -0.49 0.00
H -2.2845 0.8388 3.4613 0.09 -0.18 0.15 0.00
H -3.2631 -0.2156 1.3103 -0.12 0.09 -0.04 0.00
H -4.3011 0.9079 2.2091 -0.01 -0.02 0.00 0.00
H -5.5075 -1.2691 1.7638 -0.01 -0.04 -0.01 0.00
H -5.2310 -1.0367 3.5039 -0.06 0.00 -0.04 0.00
H -3.5121 -2.7111 1.6005 -0.06 -0.05 0.02 0.00
H -4.5226 -3.3351 2.9099 0.00 0.04 -0.08 0.00
H -2.2749 -3.1305 3.7323 0.08 0.19 0.09 0.00

(2)
12
Properties=species:S:1:pos:R:3:forces:R:3:mulliken_charge:R:1 method="wB97M-V/def2-TZVPD" homo_ev=-8.6243 total_energy_ev=-6656.1530 orbital_gap_ha=0.3515
H -1.5347 -2.3607 1.6256 -0.42 0.29 0.07 0.21
N -1.1462 -1.5858 1.0882 0.84 -1.48 0.02 -0.64
C -0.1669 -2.1164 0.4387 0.33 1.07 -0.53 0.09
N 0.6344 -1.3362 -0.3325 0.33 1.49 -0.01 -0.36
H 0.1665 -3.1480 0.3693 -0.53 -0.46 0.42 0.29
H 0.5992 -0.3313 -0.1618 -0.55 -0.21 -0.17 0.30
H 1.4489 -1.5866 -0.8596 -0.11 -0.89 0.25 0.18
C -0.3076 2.6991 -0.1638 2.73 0.82 -0.79 -0.30
N 0.0883 1.6160 -0.6892 0.47 -0.52 1.33 -0.40
H -0.3539 2.8273 0.9255 -1.36 -0.61 -0.30 0.23
H -0.0892 3.6336 -0.7085 -0.59 0.05 0.20 0.22
H 0.6613 1.6891 -1.5321 -1.15 0.45 -0.48 0.20

(3)
55
Properties=species:S:1:pos:R:3:forces:R:3:mulliken_spin:R:1 method="wB97M-V/def2-TZVPD" homo_ev="-17.6369 / -17.6369" spin_multiplicity=3 total_charge=+3 total_energy_ev=-45611.8451 orbital_gap_ha="0.2374 / 0.2090"
Mo 0.0831 0.1031 0.7093 -0.39 1.64 0.53 1.09
P -2.1775 -0.3364 0.1585 -0.92 1.12 -0.69 -0.05
C -2.2264 0.4769 -1.5318 -0.97 -1.02 0.44 0.00
C -0.8707 0.7421 -2.1275 0.30 1.12 -0.22 0.02
N 0.2372 0.5799 -1.3467 -0.06 -0.60 0.77 0.01
C 1.4968 0.8967 -1.7784 0.13 0.20 -0.45 0.01
C 1.6569 1.5811 -2.9815 0.29 -0.39 0.03 0.00
C 0.5237 1.8159 -3.7731 -0.03 -0.11 -0.06 0.01
C -0.7246 1.3476 -3.3708 -0.54 -0.04 0.44 0.00
C 2.6551 0.4639 -0.8741 0.18 0.21 0.07 0.00
P 2.1489 -0.9586 0.2363 2.37 -0.58 -0.86 -0.06
H -1.6474 1.5148 -3.9300 0.51 0.00 -0.18 0.00
H 2.6619 1.8738 -3.3280 -0.65 -0.12 0.25 0.00
H 0.5981 2.3528 -4.7191 0.13 -0.14 0.23 0.00
H 3.5158 0.0792 -1.4461 -0.41 0.29 -0.14 0.00
H 3.0981 1.2898 -0.2967 -0.41 -0.02 -0.02 0.00
H -2.8653 -0.2012 -2.1154 0.42 0.22 -0.51 0.00
H -2.8911 1.3674 -1.3529 1.13 -0.52 -0.65 0.00
H -0.9968 -3.2900 -4.6063 1.82 0.73 0.50 0.00
O -1.7889 -3.6713 -4.8998 -1.75 -0.57 -0.36 0.00
H -2.2658 -3.9208 -4.1020 -0.07 -0.18 -0.13 0.00
H 0.1797 -4.6643 -0.7953 0.92 0.51 -1.40 0.00
O -0.4007 -4.9800 -0.1368 -0.38 -0.67 1.34 0.00
H 0.0499 -5.7940 0.1555 -0.54 0.26 0.02 0.00
C 2.7043 -2.3368 -0.8618 -0.54 -0.21 0.05 0.00
H 3.6747 -1.9470 -1.2450 -0.64 -0.65 0.14 0.00
H 2.8460 -3.2634 -0.2700 -0.03 0.56 -0.33 0.00
H 1.9862 -2.5411 -1.6807 0.55 0.21 0.33 0.00
C 3.3969 -1.1265 1.5685 -0.27 0.05 0.35 0.00
H 3.2117 -2.0861 2.0705 0.05 0.13 -0.17 0.00
H 4.4221 -1.1359 1.1754 -0.31 -0.01 -0.14 0.00
H 3.3379 -0.3513 2.3350 -0.07 0.09 -0.15 0.00
C -3.2826 0.9381 0.8741 0.25 0.09 0.85 0.00
H -4.2451 0.7917 0.3597 0.18 0.12 0.24 0.00
H -3.4102 0.8387 1.9569 -0.15 -0.04 -0.20 0.00
H -2.8978 1.9481 0.6537 -0.17 -0.42 0.11 0.00
C -3.1161 -1.8638 0.2102 0.08 -0.35 -0.17 -0.01
H -3.4444 -2.0931 1.2280 0.12 0.17 -0.02 0.00
H -4.0035 -1.6960 -0.4068 0.03 -0.22 -0.01 0.00
H -2.5299 -2.7155 -0.1515 -0.16 0.11 -0.06 0.00
C 0.2033 3.6645 0.8314 -0.16 0.21 -0.31 0.02
C 0.1439 2.9811 2.1344 0.11 -0.99 -0.22 0.31
C 0.0930 3.3453 3.4957 -0.08 -1.04 1.55 0.12
C 0.0389 2.1580 4.2696 -0.04 1.46 -0.08 0.07
C 0.0520 1.0850 3.3644 0.13 1.07 -0.65 0.36
C -0.0136 -0.3779 3.4096 0.10 -0.77 0.24 -0.02
N 0.1351 1.6101 2.1113 0.02 -1.41 -1.73 0.01
H 1.2154 4.0361 0.6178 -0.18 0.18 0.20 0.04
H -0.5114 4.4947 0.7574 0.32 -0.05 0.09 0.02
H -0.0275 2.9324 0.0399 0.01 0.29 0.19 0.01
H 0.0919 4.3444 3.8863 -0.01 0.25 0.07 0.00
H -0.0222 2.0666 5.3463 0.02 0.19 -0.08 0.00
H 0.9178 -0.8166 3.8009 -0.37 0.07 0.11 0.03
H -0.8772 -0.7284 4.0007 0.40 -0.06 -0.23 0.01
H -0.1397 -0.8236 2.3707 -0.24 -0.38 1.08 -0.01

(4)
20
Properties=species:S:1:pos:R:3:forces:R:3:mulliken_charge:R:1 method="wB97M-V/def2-TZVPD" homo_ev=-9.0167 total_energy_ev=-8933.0964 orbital_gap_ha=0.3597
C 0.2599 -2.3803 0.7567 0.40 0.46 -0.67 -1.51
C -0.3688 -1.0092 1.0038 0.77 -0.31 -0.19 0.41
C 0.5505 0.1337 0.5419 -0.31 -0.48 -0.26 -0.71
C -0.4066 1.2856 0.2363 0.20 -0.17 -0.54 -0.59
C -1.6386 0.5358 -0.3268 0.59 0.06 0.75 -0.51
N -1.6421 -0.8187 0.2799 -0.20 0.45 0.72 -0.53
H -0.1967 -3.1533 1.3571 0.04 -0.26 0.19 0.35
H 0.1578 -2.6468 -0.2895 -0.33 -0.07 -0.27 0.38
H 1.3492 -2.3361 0.8873 -0.22 -0.12 0.54 0.33
H -0.4643 -0.9349 2.0882 -0.44 0.28 0.16 0.28
H 1.0018 -0.1600 -0.4194 0.09 -0.04 0.27 0.24
H 1.3492 0.2597 1.2779 -0.11 0.42 -0.19 0.41
H -0.0055 1.9049 -0.5602 0.15 0.31 -0.03 0.23
H -0.6309 1.9584 1.0605 -0.11 -0.26 0.30 0.33
H -2.5363 1.1023 -0.0825 -0.21 -0.23 -0.31 0.31
H -1.5136 0.4226 -1.3975 -0.24 0.14 -0.27 0.28
H -2.3832 -0.8445 0.9712 -0.07 -0.16 -0.22 0.30
O 2.6159 2.2944 -2.7633 -0.48 -0.32 -0.03 -0.64
H 2.7028 2.6216 -1.8636 0.00 0.00 0.04 0.32
H 1.7995 1.7650 -2.7579 0.47 0.30 0.00 0.32

(5)
10
Properties=species:S:1:pos:R:3:forces:R:3:mulliken_charge:R:1 method="wB97M-V/def2-TZVPD" homo_ev=-9.8698 total_energy_ev=-86576.6495 orbital_gap_ha=0.3900
O 0.5091 2.1534 -0.8169 -2.32 -0.86 1.42 -0.41
P 0.2997 1.1168 0.4692 -1.42 -0.45 -1.10 0.30
O -1.2398 1.4753 0.7294 -0.20 0.20 0.84 -0.43
O 0.0647 -0.3139 -0.4328 -0.01 1.64 -0.17 -0.24
C 0.3289 -1.5866 0.0154 -1.66 -0.14 -2.21 -0.35
Br -0.9020 -2.0368 1.4483 0.38 -0.39 0.07 -0.15
H 1.4044 1.9981 -0.9385 3.21 0.26 -1.25 0.30
H -1.9777 1.1318 0.2077 0.52 -0.11 -0.20 0.33
H 1.3415 -1.6951 0.1944 1.98 -0.37 1.61 0.38
H 0.1712 -2.2430 -0.8761 -0.48 0.22 0.99 0.27